Molecular formula: C4H12NOS
Method: DFT, ωB97M-V with the def2-TZVPD basis set

Geometry (Å):
C  -0.6573  0.1883  -1.3397
C  -1.3141  -0.5661  0.8899
C  -0.6020  1.7747  0.4597
C  1.9055  -1.6812  -0.0390
N  -0.4677  0.3497  0.0809
O  2.0854  0.9041  -0.4659
S  1.4988  0.0121  0.5052
H  0.0129  0.8599  -1.8230
H  -0.5207  -0.8641  -1.4881
H  -1.6057  0.5146  -1.6480
H  -0.7394  -0.7064  1.8771
H  -2.1788  0.0090  1.2839
H  -1.5573  -1.5387  0.3484
H  -0.5770  2.0237  1.5789
H  0.1658  2.4244  0.0718
H  -1.4854  2.2162  0.0082
H  1.3962  -1.9359  -0.9242
H  1.6148  -2.4095  0.6595
H  3.0258  -1.5747  -0.0355

Output
HOMO energy, eV: -14.57
Net charge: +1
Calculated total energy, hartree: -687.4561
HOMO-LUMO gap, eV: 10.04

Listed below, in e, are the Mulliken charges computed for each atom: -1.11 -0.80 -0.95 -0.89 -0.03 -0.44 0.66 0.41 0.42 0.46 0.38 0.35 0.29 0.36 0.43 0.40 0.31 0.40 0.36

Molecular formula: C4H12NOS
Method: DFT, ωB97M-V with the def2-TZVPD basis set

Geometry (Å):
N  -1.8370  0.3022  -0.8136
C  -0.4372  -0.1724  -0.5362
C  0.5775  0.8137  -1.0504
O  0.3503  1.1485  -2.3850
C  -0.3925  -0.3450  1.0187
C  0.8944  -0.4469  1.8201
S  2.1349  -1.3433  0.8416
H  -2.5850  -0.3143  -0.3922
H  -1.7190  0.2872  -1.8458
H  -2.2675  1.2634  -0.8895
H  -0.2839  -1.2005  -0.8663
H  1.6272  0.4936  -0.9513
H  0.5636  1.6714  -0.3939
H  0.8576  0.7969  -3.1210
H  -1.0258  0.5624  1.2712
H  -1.1336  -1.0104  1.4174
H  1.2798  0.4884  2.2862
H  0.7499  -0.9855  2.7599
H  2.6460  -2.0094  1.8301

Output
HOMO energy, eV: -12.60
Net charge: +1
Calculated total energy, hartree: -687.4695
HOMO-LUMO gap, eV: 9.00

Listed below, in e, are the Mulliken charges computed for each atom: -0.35 0.11 -0.54 -0.58 -0.97 -0.75 -0.22 0.36 0.40 0.34 0.33 0.35 0.38 0.34 0.40 0.43 0.37 0.43 0.15

Molecular formula: C4H12NOSe2
Method: DFT, ωB97M-V with the def2-TZVPD basis set

Geometry (Å):
C  0.3123  -0.8651  -0.9339
C  -1.0680  -0.9932  -1.5849
C  0.9883  -0.4532  1.4939
C  0.5384  1.4188  -0.0470
N  0.2046  -0.0573  0.3226
O  -1.4721  0.3180  -1.9032
Se  0.0937  -0.0784  3.1508
Se  -1.1597  2.4152  -0.2566
H  0.7553  -0.3853  -1.9150
H  0.7406  -1.9063  -0.7413
H  -0.9171  -1.4489  -2.5682
H  -1.7819  -1.5552  -0.9439
H  1.9970  -0.0285  1.4722
H  1.2226  -2.0296  1.6458
H  0.9913  1.9252  0.7383
H  1.2325  1.3307  -0.9602
H  -0.7751  -0.1218  0.6015
H  -2.1862  0.0908  -2.5736
H  0.9938  -0.8421  3.9699
H  -0.7104  3.2664  1.0329

Output
HOMO energy, eV: -12.84
Net charge: +1
Calculated total energy, hartree: -5092.0408
HOMO-LUMO gap, eV: 9.36

Listed below, in e, are the Mulliken charges computed for each atom: -0.53 -0.62 -0.82 -0.84 0.30 -0.42 0.01 0.03 0.22 0.30 0.43 0.35 0.47 0.36 0.57 0.30 0.28 0.31 0.16 0.12

Molecular formula: C4H12NPS
Method: DFT, ωB97M-V with the def2-TZVPD basis set

Geometry (Å):
C  1.2016  1.0089  0.0383
C  -0.8290  1.2720  1.1635
C  1.4434  -1.6895  1.4662
C  -0.8660  0.0131  -2.6896
N  -0.0524  0.7644  0.0293
P  -0.9876  -0.7057  -0.8948
S  -2.9429  -0.4995  -0.5521
H  1.8554  0.6379  -0.7800
H  1.5002  1.6670  0.8665
H  2.0865  -1.9273  0.8264
H  -1.7099  1.4908  0.5939
H  -1.0567  0.4047  1.7823
H  -0.5754  2.1371  1.8093
H  1.8230  -2.1884  2.3354
H  1.4435  -0.6772  1.8690
H  0.3950  -2.1074  1.2035
H  0.0262  0.6387  -2.9905
H  -1.0830  -0.8569  -3.4091
H  -1.6719  0.6174  -2.6676

Output
HOMO energy, eV: -7.27
Net charge: 0
Calculated total energy, hartree: -953.7953
HOMO-LUMO gap, eV: 7.04

Listed below, in e, are the Mulliken charges computed for each atom: -0.44 -0.96 -1.10 -0.97 0.01 0.13 -0.49 0.30 0.35 0.38 0.36 0.40 0.35 0.38 0.19 0.19 0.28 0.30 0.35

Molecular formula: C4H12NS
Method: DFT, ωB97M-V with the def2-TZVPD basis set

Geometry (Å):
C  -2.6839  -0.8099  -0.1340
S  -0.9846  -1.1143  0.4855
C  -0.0996  -0.6802  -1.0355
C  0.7316  0.7111  -0.8505
C  1.0809  1.1613  0.5377
N  1.7207  0.0938  1.4541
H  -2.9079  0.2587  -0.1406
H  -2.7027  -1.1555  -1.1550
H  -3.3716  -1.3699  0.5145
H  -0.7931  -0.6552  -1.8973
H  0.5856  -1.3984  -1.5797
H  0.0983  1.4585  -1.3333
H  1.6431  0.4271  -1.4308
H  0.2057  1.5064  1.1032
H  1.7896  1.9760  0.5320
H  2.6319  -0.2697  1.1632
H  1.1578  -0.7602  1.4207
H  1.8984  0.6203  2.3459

Output
HOMO energy, eV: -12.56
Net charge: +1
Calculated total energy, hartree: -612.2632
HOMO-LUMO gap, eV: 8.98

Listed below, in e, are the Mulliken charges computed for each atom: -0.78 -0.12 -0.68 -0.43 -0.69 -0.26 0.29 0.29 0.33 0.37 0.35 0.30 0.28 0.37 0.43 0.37 0.21 0.38

Molecular formula: C4H12NS
Method: DFT, ωB97M-V with the def2-TZVPD basis set

Geometry (Å):
C  2.2564  0.2502  -0.7866
C  1.4201  0.2469  0.4946
N  0.5825  1.5506  0.5447
C  0.5280  -0.9950  0.6160
C  -0.6002  -1.1838  -0.3869
S  -2.1216  -0.1435  -0.0536
H  1.9911  -0.4895  -1.5442
H  2.3608  1.2584  -1.2029
H  3.3041  0.0596  -0.5323
H  2.0525  0.3073  1.3534
H  0.6279  2.0638  -0.3293
H  -0.4157  1.3424  0.6581
H  0.9370  2.1805  1.2724
H  0.1216  -1.1019  1.6253
H  1.1730  -1.8584  0.4170
H  -0.3025  -1.0316  -1.4183
H  -1.0148  -2.1821  -0.2914
H  -2.5070  -0.0295  -1.3304

Output
HOMO energy, eV: -13.30
Net charge: +1
Calculated total energy, hartree: -612.2951
HOMO-LUMO gap, eV: 9.98

Listed below, in e, are the Mulliken charges computed for each atom: -1.36 0.47 -0.24 -1.02 -0.65 -0.27 0.32 0.43 0.32 0.37 0.37 0.16 0.37 0.38 0.36 0.40 0.40 0.19

Molecular formula: C4H12NS2
Method: DFT, ωB97M-V with the def2-TZVPD basis set

Geometry (Å):
N  -0.7133  2.3700  -0.4892
C  0.4119  1.7591  -1.2069
C  0.0664  0.5218  -2.1206
S  1.3744  -0.6669  -1.8846
S  -1.1904  0.2450  1.6251
C  -0.5343  -1.4136  1.6149
C  0.9337  -1.4854  1.9361
H  -0.9371  -2.2405  -0.2684
H  -1.0140  1.8791  0.4043
H  -1.5404  2.5429  -1.0523
H  1.0529  1.4084  -0.4024
H  0.8384  2.5871  -1.7859
H  0.1205  0.8231  -3.1652
H  -0.9472  0.1791  -1.8930
H  -1.1812  -2.0405  2.2019
H  -0.7326  -1.7235  0.4329
H  1.5993  -0.7023  1.5580
H  1.2318  -2.4444  1.4790
H  1.1611  -1.5984  3.0162

Output
HOMO energy (spin up / spin down), eV: -8.47 / -8.51
Net charge: 0
Calculated total energy, hartree: -1010.5075
Spin multiplicity: 2
HOMO-LUMO gap (spin up / spin down), eV: 6.63 / 6.57

Listed below, in e, are the Mulliken charges computed for each atom: -0.52 -0.53 -0.37 -0.15 -0.26 0.19 -0.89 0.41 0.11 0.23 0.28 0.29 0.32 0.29 0.38 -0.65 0.25 0.28 0.34

Molecular formula: C4H12O
Method: DFT, ωB97M-V with the def2-TZVPD basis set

Geometry (Å):
C  -1.3104  -0.5014  -1.0957
C  -0.6690  0.8508  -0.5649
C  -0.0391  0.9055  0.8937
C  -1.2908  1.1017  1.8213
H  -1.4859  -1.0655  -0.1828
H  -0.6076  -1.1995  -1.6732
H  -2.3603  -0.2972  -1.4751
H  -1.3321  1.7197  -0.5173
H  0.1281  1.0726  -1.3581
H  0.6827  1.5804  0.6316
H  0.4669  -0.0734  1.1563
H  -2.1079  1.4580  1.2703
H  -1.3543  2.0294  2.4442
H  -1.5884  0.1158  2.3006
O  2.8692  -1.9647  -0.9925
H  2.7856  -1.3056  -0.3898
H  3.6758  -2.4573  -0.5934

Output
HOMO energy, eV: -10.57
Net charge: 0
Calculated total energy, hartree: -234.7613
HOMO-LUMO gap, eV: 11.36

Listed below, in e, are the Mulliken charges computed for each atom: -0.91 -0.70 -0.39 -1.02 0.25 0.29 0.26 0.40 0.36 0.34 0.17 0.35 0.34 0.26 -0.61 0.29 0.33

Molecular formula: C4H12O
Method: DFT, ωB97M-V with the def2-TZVPD basis set

Geometry (Å):
C  0.9525  -0.7705  -1.7365
C  2.0502  -1.7969  -1.4858
C  1.4710  -3.0040  -0.6719
H  0.1606  -0.8505  -0.9907
H  0.5141  -0.9289  -2.7239
H  1.3226  0.2539  -1.6655
H  2.8872  -1.4297  -0.8773
H  2.5376  -2.0754  -2.4167
H  2.3412  -3.6056  -0.3748
H  1.0505  -2.6538  0.2593
H  0.8590  -3.5883  -1.3458
C  -2.9353  3.6702  2.3659
O  -2.2099  2.5555  1.8746
H  -2.8066  3.8351  3.4335
H  -2.8411  4.5963  1.7959
H  -3.9800  3.3396  2.2525
H  -1.3737  2.4532  2.3072

Output
HOMO energy, eV: -10.50
Net charge: 0
Calculated total energy, hartree: -234.7996
HOMO-LUMO gap, eV: 11.40

Listed below, in e, are the Mulliken charges computed for each atom: -0.96 -0.30 -1.13 0.28 0.27 0.30 0.27 0.31 0.32 0.36 0.30 -0.49 -0.49 0.25 0.23 0.20 0.29

Molecular formula: C4H12O
Method: DFT, ωB97M-V with the def2-TZVPD basis set

Geometry (Å):
C  0.3370  1.5706  -0.6625
C  0.9226  0.1920  -0.9863
C  1.4292  -0.6254  0.3134
C  2.0635  0.2362  -2.0607
H  1.1127  2.2428  -0.2164
H  -0.4651  1.7013  0.1498
H  -0.1300  2.0801  -1.5024
H  0.0236  -0.3630  -1.1978
H  2.2603  -0.0183  0.7565
H  0.5723  -0.7418  0.9658
H  1.8418  -1.6302  0.2044
H  2.8987  0.8289  -1.6105
H  1.8036  0.8631  -3.0395
H  2.3328  -0.7682  -2.3157
O  -5.7718  -1.9077  4.0742
H  -5.1975  -1.1984  3.7898
H  -6.0337  -2.4620  3.3379

Output
HOMO energy, eV: -10.75
Net charge: 0
Calculated total energy, hartree: -234.8050
HOMO-LUMO gap, eV: 11.70

Listed below, in e, are the Mulliken charges computed for each atom: -1.31 0.66 -1.25 -1.17 0.30 0.32 0.35 0.18 0.29 0.34 0.35 0.30 0.29 0.36 -0.64 0.32 0.32

Molecular formula: C4H12O
Method: DFT, ωB97M-V with the def2-TZVPD basis set

Geometry (Å):
C  -1.8521  1.4206  -0.0279
C  -2.3969  0.1384  0.5799
O  -1.4892  -0.9431  0.4414
H  -1.3287  1.2953  -0.9044
H  -1.1199  2.0803  0.4670
H  -2.7578  2.0489  -0.2786
H  -2.5178  0.0951  1.7165
H  -3.1774  -0.2168  -0.1711
H  -0.7513  -0.8631  -0.1609
C  3.3139  0.1997  -0.2887
C  2.1674  -0.8172  -0.5788
H  3.9554  -0.4967  0.3171
H  3.5387  0.5494  -1.2521
H  2.9168  1.0596  0.2744
H  2.3690  -1.4574  -1.4524
H  1.0547  -0.5325  -0.5542
H  2.3376  -1.6660  0.3604

Output
HOMO energy, eV: -9.96
Net charge: 0
Calculated total energy, hartree: -234.7429
HOMO-LUMO gap, eV: 10.89

Listed below, in e, are the Mulliken charges computed for each atom: -1.20 0.01 -0.51 0.40 0.33 0.29 0.24 0.20 0.25 -0.74 -0.27 0.26 0.26 0.25 0.33 -0.29 0.21

Molecular formula: C4H12O
Method: DFT, ωB97M-V with the def2-TZVPD basis set

Geometry (Å):
C  1.0909  -2.4636  -1.4143
C  0.7880  -1.4820  -0.3023
O  0.7204  -2.1602  0.9713
H  1.4844  -1.9027  -2.2702
H  0.1707  -2.9530  -1.7319
H  1.8339  -3.2415  -1.2426
H  1.4894  -0.6614  -0.1337
H  -0.2058  -1.0829  -0.5297
H  -0.1263  -2.0480  1.4020
C  -0.5500  2.1435  -0.0062
C  -1.2176  2.3967  1.3312
H  -1.0693  1.3203  -0.5111
H  -0.6426  3.0193  -0.6483
H  0.4807  1.7963  0.0158
H  -0.8644  3.2857  1.8507
H  -1.0838  1.5429  1.9986
H  -2.2985  2.4906  1.2206

Output
HOMO energy, eV: -10.33
Net charge: 0
Calculated total energy, hartree: -234.8093
HOMO-LUMO gap, eV: 11.21

Listed below, in e, are the Mulliken charges computed for each atom: -1.03 0.08 -0.55 0.29 0.28 0.32 0.23 0.09 0.29 -0.71 -0.84 0.20 0.32 0.23 0.28 0.26 0.27

Molecular formula: C4H12O
Method: DFT, ωB97M-V with the def2-TZVPD basis set

Geometry (Å):
C  -1.9254  -0.1403  0.8881
C  -0.8146  0.8794  1.1241
O  -1.6800  -0.7603  -0.3499
H  -1.9149  -0.8628  1.7327
H  -2.9456  0.2600  0.8168
H  -0.6587  1.3672  0.1583
H  -2.5070  -1.1272  -0.7314
H  0.0175  0.3986  1.6168
H  -1.3264  1.7433  1.5766
C  1.9047  0.4462  -1.1111
C  1.4944  -0.9150  -0.6307
H  2.9226  0.3148  -1.5163
H  1.3345  0.9500  -1.8907
H  2.0589  1.1654  -0.3047
H  1.4711  -1.6191  -1.4590
H  0.4776  -0.9434  -0.1724
H  2.0914  -1.1567  0.2527

Output
HOMO energy (spin up / spin down), eV: -15.51 / -15.02
Net charge: +1
Calculated total energy, hartree: -234.4172
Spin multiplicity: 2
HOMO-LUMO gap (spin up / spin down), eV: 11.77 / 4.72

Listed below, in e, are the Mulliken charges computed for each atom: -0.16 -1.02 -0.24 0.30 0.46 0.27 0.41 0.39 0.38 -0.94 -0.31 0.32 0.32 0.31 0.35 -0.13 0.28